Version P
Formula: C5H8N2
Source: the Open Molecules 2025 dataset
Level of theory: the ωB97M-V functional and the def2-TZVPD basis

The LUMO energy comes out at 0.74 eV. The HOMO energy comes out at -8.1 eV. The HOMO-LUMO gap comes out at 8.83 eV.

XYZ file:
```
15
Properties=species:S:1:pos:R:3:lowdin_charge:R:1
C -0.84012 -0.03951 -1.16198 -0.087
C -0.04660 -1.64782 -0.55415 -0.012
N 1.06677 -1.18713 0.26053 -0.036
C 0.23003 -0.02330 0.31931 -0.543
C 0.99669 1.27005 0.08818 -0.030
C -0.65831 0.04565 1.48041 -0.187
N -1.32623 0.13831 2.42220 0.173
H -1.27518 0.91763 -0.82503 0.085
H -0.26182 0.13831 -2.06550 0.084
H -1.71031 -0.66057 -1.38024 0.086
H -0.84567 -2.04246 0.11743 0.065
H 1.07701 -1.63835 1.17356 0.118
H 1.56132 1.20065 -0.84376 0.095
H 0.32657 2.13471 0.05601 0.092
H 1.70584 1.39384 0.91302 0.098
```


Version Q
Formula: C5H8N2
Source: the Open Molecules 2025 dataset
Level of theory: the ωB97M-V functional and the def2-TZVPD basis

The LUMO energy comes out at 1.01 eV. The HOMO energy comes out at -7.9 eV. Its structure (SMILES) is Cn1cccc1N. The HOMO-LUMO gap comes out at 8.94 eV.

XYZ file:
```
15
Properties=species:S:1:pos:R:3:lowdin_charge:R:1
C -0.54910 1.67421 -0.73318 -0.033
N -0.36472 0.46008 0.03014 -0.125
C -0.98747 0.16021 1.21177 -0.116
C -0.51314 -1.04676 1.66209 -0.107
C 0.45067 -1.49442 0.71914 -0.061
C 0.52311 -0.54545 -0.27679 -0.354
N 1.26790 -0.46283 -1.47907 0.082
H -0.31983 1.46909 -1.77993 0.078
H -1.58648 2.00595 -0.63966 0.087
H 0.11221 2.47304 -0.37806 0.089
H -1.72281 0.83505 1.62965 0.111
H -0.82708 -1.55234 2.56623 0.089
H 1.02787 -2.41048 0.75538 0.095
H 2.23903 -0.22087 -1.30904 0.083
H 1.24984 -1.34449 -1.97866 0.080
```


version Q is the most stable structure; the next one sits 0.2072 hartree above it.


Version P
Formula: C5H10O3
Source: the Open Molecules 2025 dataset
Level of theory: the ωB97M-V functional and the def2-TZVPD basis

The LUMO energy comes out at 0.21 eV. The HOMO energy comes out at -6.0 eV. The HOMO-LUMO gap comes out at 6.18 eV.

XYZ file:
```
18
Properties=species:S:1:pos:R:3:lowdin_charge:R:1
C -0.83013 0.48380 -1.40784 -0.365
C 0.52744 0.14955 -0.99033 -0.034
C 0.14758 -1.46648 1.00687 -0.054
C 0.50678 -0.04121 0.60862 -0.564
C 1.58359 0.52503 1.29336 -0.066
O -1.81393 -0.39729 -1.48532 0.167
O -1.09658 1.64461 -1.95828 0.185
O -0.92700 0.76076 0.78233 -0.150
H -1.63760 -1.14187 -0.88927 0.121
H -2.05721 1.76137 -2.03756 0.157
H -0.67434 1.53160 1.31154 0.067
H 0.87711 -0.76579 -1.47193 0.137
H 1.18637 0.97739 -1.23451 0.128
H -0.85493 -1.76370 0.67415 0.062
H 0.13316 -1.54937 2.09293 0.088
H 0.87079 -2.17848 0.60351 0.087
H 2.02941 1.45595 0.96752 0.015
H 2.02949 0.01413 2.13421 0.017
```


Version Q
Formula: C5H10O3
Source: the Open Molecules 2025 dataset
Level of theory: the ωB97M-V functional and the def2-TZVPD basis

The LUMO energy (alpha / beta) comes out at -1.82 / -1.53 eV. The HOMO energy (alpha / beta) comes out at -9.6 / -8.7 eV. The HOMO-LUMO gap (alpha / beta) comes out at 7.80 / 7.16 eV.

XYZ file:
```
18
Properties=species:S:1:pos:R:3:lowdin_charge:R:1
C -0.32514 0.28296 -2.58321 -0.132
C -1.00376 0.83993 -0.02119 -0.212
O -0.05057 1.13421 -1.49872 -0.181
O -2.04373 0.28010 -0.18983 0.124
H -0.87123 1.84132 0.40554 0.157
H -1.24283 -0.29101 -2.40321 0.083
H -0.43065 0.88032 -3.49394 0.084
H 0.50632 -0.41843 -2.70833 0.086
C 0.85385 0.60806 1.92774 -0.027
C 0.07871 -1.59717 0.85497 -0.015
C 0.48608 -0.14476 0.65009 -0.546
O 1.23431 0.09008 -0.38710 0.046
H 0.01657 0.61196 2.62834 0.088
H 1.69780 0.11849 2.41703 0.090
H -0.21971 -2.04326 -0.09142 0.088
H 0.93036 -2.15843 1.24556 0.091
H 1.13381 1.63356 1.68804 0.089
H -0.75018 -1.66795 1.55964 0.087
```


Version R
Formula: C5H10O3
Source: the Open Molecules 2025 dataset
Level of theory: the ωB97M-V functional and the def2-TZVPD basis

The LUMO energy comes out at 0.88 eV. The HOMO energy comes out at -9.5 eV. Its structure (SMILES) is CC(C)=O.COC=O. The HOMO-LUMO gap comes out at 10.42 eV.

XYZ file:
```
18
Properties=species:S:1:pos:R:3:lowdin_charge:R:1
C 2.00425 -0.67027 -0.91818 -0.032
C 1.63055 -0.02832 0.39799 -0.508
C 1.70435 1.48035 0.44825 -0.032
O 1.28887 -0.69007 1.36451 0.043
H 1.92342 -1.76804 -0.84768 0.086
H 3.04121 -0.41060 -1.19001 0.086
H 1.33208 -0.31872 -1.71895 0.082
H 2.73310 1.81947 0.24023 0.086
H 1.02943 1.92194 -0.30414 0.082
H 1.40783 1.84720 1.44530 0.086
C -2.14958 -0.92810 0.99514 -0.062
O -3.07327 -0.43460 0.01780 -0.067
C -2.50262 0.27192 -0.97212 -0.344
O -1.32319 0.50455 -1.08370 0.057
H -2.73615 -1.48467 1.74532 0.097
H -1.61335 -0.10970 1.50433 0.097
H -1.40718 -1.61222 0.55079 0.097
H -3.28974 0.60989 -1.67487 0.148
```


version R is the most stable structure; the next one sits 0.1324 hartree above it.


Version P
Formula: C2H2BrO2S
Source: the Open Molecules 2025 dataset
Level of theory: the ωB97M-V functional and the def2-TZVPD basis

The LUMO energy comes out at 3.14 eV. The HOMO energy comes out at -2.6 eV. The total charge is -1. The HOMO-LUMO gap comes out at 5.78 eV.

XYZ file:
```
8
Properties=species:S:1:pos:R:3:lowdin_charge:R:1
C 2.10940 -0.72022 -1.29198 -0.522
C -1.46236 0.28135 1.30232 -1.033
O 1.36615 -1.23471 -2.02377 0.171
O 2.90260 -0.28047 -0.62642 0.204
S -0.25225 0.94648 0.17832 0.392
Br -3.06369 -0.64048 0.17011 0.027
H -0.97214 -0.63808 1.82898 -0.091
H -0.62772 2.28612 0.46244 -0.148
```


Version Q
Formula: C2H2BrO2S
Source: the Open Molecules 2025 dataset
Level of theory: the ωB97M-V functional and the def2-TZVPD basis

The LUMO energy comes out at 3.52 eV. The HOMO energy comes out at -2.6 eV. The total charge is -1. The HOMO-LUMO gap comes out at 6.12 eV.

XYZ file:
```
8
Properties=species:S:1:pos:R:3:lowdin_charge:R:1
C -1.38571 -2.93623 0.10470 -0.505
C -0.75119 0.04568 -0.23220 -1.099
O -0.98927 -2.99263 1.18044 0.178
O -1.79807 -2.99393 -0.96347 0.178
S 0.62054 1.08769 0.23814 0.396
Br -2.55278 0.95892 0.20247 0.152
H -0.74921 0.12226 -1.33758 -0.104
H 0.78890 0.58246 1.47724 -0.196
```


version Q is the most stable structure; the next one sits 0.0180 hartree above it.


Version P
Formula: C6H5NO3
Source: the Open Molecules 2025 dataset
Level of theory: the ωB97M-V functional and the def2-TZVPD basis

The LUMO energy comes out at -0.80 eV. The HOMO energy comes out at -10.0 eV. Its structure (SMILES) is O=C(/C=C\C1C=C1)[N+](=O)[O-]. The HOMO-LUMO gap comes out at 9.17 eV.

XYZ file:
```
15
Properties=species:S:1:pos:R:3:lowdin_charge:R:1
O 1.99761 -1.54246 0.34748 0.170
C 1.75637 -0.43364 0.02386 -0.246
C 0.71949 0.46628 -0.50998 -0.011
C -0.59579 0.44393 -0.58438 -0.094
C -1.51509 -0.57820 -0.35919 -0.290
C -2.97372 -0.25501 -0.20998 -0.013
C -2.40516 -0.50904 0.95752 0.067
N 3.10800 0.41298 0.30776 -0.344
O 2.94628 1.61320 0.47951 0.046
O 4.10776 -0.23109 0.41201 0.106
H 1.16354 1.39502 -0.67112 0.079
H -1.16603 1.37206 -0.87393 0.150
H -1.04732 -1.63121 -0.58862 0.167
H -3.83093 -0.03087 -0.79724 0.092
H -2.26502 -0.49196 2.06630 0.121
```


Version Q
Formula: C6H5NO3
Source: the Open Molecules 2025 dataset
Level of theory: the ωB97M-V functional and the def2-TZVPD basis

The LUMO energy comes out at -0.17 eV. The HOMO energy comes out at -9.5 eV. Its structure (SMILES) is O=C(O)c1ncccc1O. The HOMO-LUMO gap comes out at 9.30 eV.

XYZ file:
```
15
Properties=species:S:1:pos:R:3:lowdin_charge:R:1
O -2.68366 0.91139 0.17889 0.114
C -2.02778 -0.09992 0.05846 -0.431
O -2.56844 -1.35133 -0.08143 0.118
C -0.60983 -0.08723 -0.15241 -0.147
N -0.11621 -1.33445 -0.13597 0.094
C 1.20104 -1.46808 -0.19327 -0.093
C 1.97939 -0.30356 0.10552 -0.073
C 1.54945 0.97823 0.09503 -0.007
C 0.15642 1.13420 -0.18262 -0.202
O -0.46933 2.32927 -0.27511 0.073
H -1.85189 -1.95640 0.03212 0.063
H 1.67781 -2.39083 -0.03677 0.091
H 3.10694 -0.35129 0.26264 0.130
H 2.11148 1.90222 0.49868 0.158
H -1.45539 2.08778 -0.17377 0.112
```


version Q is the most stable structure; the next one sits 0.2586 hartree above it.


Version P
Formula: H3O3PS
Source: the Open Molecules 2025 dataset
Level of theory: the ωB97M-V functional and the def2-TZVPD basis

The LUMO energy comes out at 0.16 eV. The HOMO energy comes out at -8.8 eV. Its structure (SMILES) is OSP(O)O. The HOMO-LUMO gap comes out at 8.96 eV.

XYZ file:
```
8
Properties=species:S:1:pos:R:3:lowdin_charge:R:1
O -1.99717 -0.81394 0.22408 -0.554
S -1.09516 0.60399 -0.04358 0.600
P 0.87953 0.08586 0.76996 0.590
O 1.18999 -1.26872 -0.06882 -0.283
O 1.45667 1.28713 -0.19008 -0.397
H -2.81026 -0.67927 -0.29634 0.023
H 0.58246 -1.24645 -0.73988 -0.036
H 1.79393 2.03140 0.34466 0.058
```


Version Q
Formula: H3O3PS
Source: the Open Molecules 2025 dataset
Level of theory: the ωB97M-V functional and the def2-TZVPD basis

The LUMO energy comes out at -0.08 eV. The HOMO energy comes out at -8.7 eV. Its structure (SMILES) is OSP(O)O. The HOMO-LUMO gap comes out at 8.63 eV.

XYZ file:
```
8
Properties=species:S:1:pos:R:3:lowdin_charge:R:1
O 2.01115 -1.00139 -0.02259 -0.595
S 1.31668 0.56652 -0.26329 0.549
P -0.60584 -0.29532 0.55375 0.645
O -1.75240 0.47473 -0.31407 -0.272
O -0.56130 -1.70576 -0.34487 -0.321
H 2.87254 -1.05592 0.38910 0.031
H -2.27207 1.03389 0.13310 -0.028
H 0.31568 -2.05068 -0.26721 -0.009
```


version P is the most stable structure; the next one sits 0.0067 hartree above it.